# 1
Here is C4H4KMgO5 as an isolated structure in a non-equilibrium geometry from the Open Molecules 2025 dataset. Energies are from wB97M-V/def2-TZVPD.

Last column: Mulliken charge in e.
Cartesian coordinates (Å):
O1 -0.56689 1.19696 -0.86314  -0.39
C1 -1.32523 1.27560 0.18938  0.77
C2 -0.36429 -0.44605 -1.18516  -0.41
O2 -1.29154 2.18410 1.00908  -0.67
O3 -1.98827 0.15215 0.43848  -0.34
C3 -1.67677 -0.87610 -0.50980  -0.31
H1 0.23577 -1.34922 -1.34758  0.35
H2 -0.39792 -0.23922 -2.26047  0.38
H3 -1.55889 -1.80288 0.06190  0.30
H4 -2.49778 -0.96937 -1.22792  0.28
O4 2.34019 -1.58546 0.79440  -0.66
C4 1.64797 -0.51566 0.67112  0.56
O5 2.28613 0.55587 1.11366  -0.63
K1 1.29101 2.97820 1.57254  1.03
Mg1 3.86650 -0.55892 1.54350  0.73

Atomic forces in eV per Å
2.6651 -1.8316 -0.5191
0.6759 -0.4078 2.4674
-3.4085 0.8090 -2.9984
-0.1993 -0.0576 -0.9998
-0.5870 -0.1345 -0.0388
0.1359 0.1608 -0.1928
2.0798 0.9392 2.1169
-1.1412 0.1618 0.0261
-0.0422 0.2798 -0.1666
0.0866 -0.0136 0.1445
-0.5411 0.0864 -0.3513
1.8925 -0.0801 1.1311
-0.2346 0.4569 -0.0537
-0.5011 -0.1348 -0.1992
-0.8810 -0.2339 -0.3663

The gap between HOMO and LUMO (spin up / spin down) comes out at 6.14 / 6.14 eV. The charge is +1. The calculation puts the largest force on an atom at 4.61 eV Å⁻¹. The calculation puts the energy relative to the best compared isomer or geometry (same formula, charge and spin) at 0.0000 eV.

---

# 2
Here is C4H4LiMnO5 as an isolated structure in a non-equilibrium geometry from the Open Molecules 2025 dataset. Energies are from wB97M-V/def2-TZVPD.

Last column: Mulliken charge in e.
Cartesian coordinates (Å):
O1 -2.04768 2.47006 -0.84061  -0.79
C1 -1.38731 1.59575 -0.25581  1.20
O2 -1.71597 0.35050 -0.37835  -0.93
O3 -0.36022 1.96288 0.47919  -0.26
C2 0.29818 1.07721 1.44347  -0.57
C3 1.05279 -0.09362 0.84213  -0.72
H1 -0.48033 0.72857 2.13928  0.32
H2 0.93345 1.78984 1.98767  0.29
H3 1.98011 0.23107 0.34290  0.36
H4 1.38684 -0.70867 1.69653  0.41
O4 2.27447 -3.56985 -2.30708  -0.22
O5 0.36264 -2.64110 -1.39348  -0.40
C4 1.27934 -3.17090 -1.89205  0.71
Li1 -3.20156 1.04440 -1.55018  0.89
Mn1 -0.37475 -1.06614 -0.31361  0.72

Atomic forces in eV per Å
-0.0211 -0.9808 -0.0222
0.1685 2.2458 0.1194
-0.8779 -1.2160 -0.4090
-0.0451 -0.1359 -0.1625
-0.1379 0.1730 0.3842
0.3326 -0.0610 0.2506
0.1929 0.1062 -0.1463
-0.1518 -0.2583 -0.2019
-0.3585 -0.0187 0.0435
-0.1242 0.0872 -0.2659
-1.1779 -0.1142 0.0825
-0.6802 -0.7617 -0.5081
2.0646 0.1704 -0.1111
0.2787 0.5352 0.2905
0.5373 0.2287 0.6561

The gap between HOMO and LUMO (spin up / spin down) comes out at 7.90 / 8.57 eV. As for the spin multiplicity: 6. The charge is +1. The calculation puts the largest force on an atom at 2.26 eV Å⁻¹. The calculation puts the energy relative to the best compared isomer or geometry (same formula, charge and spin) at 0.0000 eV. The expectation value of S² is 8.7573.

---

# 3
Here is C4H4LiO2Tl as an isolated structure in a non-equilibrium geometry from the Open Molecules 2025 dataset. Energies are from wB97M-V/def2-TZVPD.

Last column: Mulliken charge in e.
Cartesian coordinates (Å):
C1 -0.78052 -1.55649 -0.14499  0.29
O1 -2.05486 -1.57300 -0.26534  -0.79
H1 -0.23772 -2.52687 -0.19096  0.33
Li1 -2.21359 0.31305 -0.48822  0.84
O2 0.11884 1.89939 0.14647  -0.51
C2 0.57261 0.62583 0.65056  0.35
C3 1.50142 -0.11067 -0.23668  -1.05
C4 -0.03250 -0.40291 -0.23111  -0.77
H2 -0.21589 2.53875 0.77078  0.31
H3 0.51268 0.53234 1.74172  0.33
H4 2.08258 -0.88465 0.28853  0.29
Tl1 0.74695 1.14524 -2.04077  0.39

Atomic forces in eV per Å
-0.8441 -0.9392 -0.9521
0.5244 0.1673 0.8176
-0.4081 0.0960 0.0333
0.6541 -0.6319 -0.1412
0.1698 1.4501 0.6402
-1.4121 -0.8107 0.2405
-0.8878 -0.4305 0.8950
1.1599 0.4571 0.4930
0.2372 0.1038 0.6267
0.1427 0.1377 -0.3496
0.2153 0.4758 -0.3777
0.4488 -0.0754 -1.9258

The gap between HOMO and LUMO comes out at 6.27 eV. The charge is 0. The calculation puts the largest force on an atom at 1.98 eV Å⁻¹. The calculation puts the energy relative to the best compared isomer or geometry (same formula, charge and spin) at 1.2164 eV.

---

# 4
Here is C4H4LiO5Tl as an isolated structure in a non-equilibrium geometry from the Open Molecules 2025 dataset. Energies are from wB97M-V/def2-TZVPD.

Last column: Mulliken charge in e.
Cartesian coordinates (Å):
O1 -0.19798 -2.02164 1.78242  0.08
C1 0.74957 -2.65740 1.14484  -0.24
C2 0.35776 -1.51239 2.96743  -0.38
O2 0.79546 -0.06941 -1.32637  -0.60
O3 1.92040 -2.18131 1.47931  -0.11
C3 1.75058 -1.18567 2.46422  -0.23
H1 0.33958 -2.24139 3.77980  0.23
H2 -0.18006 -0.61599 3.27998  0.29
H3 2.50692 -1.27635 3.24205  0.33
H4 1.82220 -0.18715 2.03816  0.15
C4 -0.01779 0.87546 -1.38419  0.19
O4 -0.44715 1.28665 -0.28582  -0.64
O5 0.00070 1.63741 -2.35304  -0.66
Tl1 -2.13328 -0.84098 0.83241  0.71
Li1 1.82816 1.99504 -0.56514  0.90

Atomic forces in eV per Å
-0.8182 -0.6968 0.9609
1.1683 -1.5528 -2.9983
0.8074 2.0910 1.3662
1.9981 -3.8064 0.2571
-0.3851 -0.7105 -0.0988
0.1690 0.9847 1.7476
-0.0479 -0.1532 -0.2385
-0.0653 -0.0802 -0.0165
0.0604 -0.1927 -0.1408
-0.1450 -0.0423 -0.3060
3.3346 0.9447 -1.2345
-3.6536 1.1136 5.4154
-0.9219 1.8893 -2.6177
0.1938 1.3223 -1.2088
-1.6945 -1.1108 -0.8872

The gap between HOMO and LUMO comes out at 5.33 eV. The charge is 0. The calculation puts the largest force on an atom at 6.63 eV Å⁻¹. The calculation puts the energy relative to the best compared isomer or geometry (same formula, charge and spin) at 3.4430 eV.

---

# 5
Here is one molecule with the formula C4H4N2 in a non-equilibrium geometry from the Open Molecules 2025 dataset. Energies are from wB97M-V/def2-TZVPD.

Last column: Mulliken charge in e.
Cartesian coordinates (Å):
C1 -0.66843 -0.41110 -0.11701  0.43
C2 0.67895 -0.84471 -0.04795  -0.08
C3 1.46217 0.17521 0.16653  -0.26
C4 0.66077 1.33158 0.19193  -0.17
H1 -1.49119 -1.97263 -0.59763  0.26
H2 0.89465 -1.92478 -0.03782  0.30
H3 2.59901 -0.06602 0.09901  0.29
H4 1.17055 2.34661 0.44108  0.28
N1 -1.69438 -1.01479 -0.47655  -0.55
N2 -0.58758 1.03065 0.32432  -0.48

Atomic forces in eV per Å
0.0648 2.4943 1.5110
0.4526 -3.8537 0.3063
5.2400 -2.6886 -1.5970
-0.5992 2.8842 2.5320
0.3356 -1.4250 -0.6534
0.3210 0.7219 -0.3595
-2.0099 1.3923 0.5110
-1.5898 -1.5211 -0.6324
-1.4782 1.4041 0.5840
-0.7370 0.5919 -2.2020

The gap between HOMO and LUMO comes out at 8.89 eV. The charge is 0. The calculation puts the largest force on an atom at 6.10 eV Å⁻¹. The calculation puts the energy relative to the best compared isomer or geometry (same formula, charge and spin) at 2.2861 eV.

---

# 6
Here is C4H4N2 as an isolated structure from the Open Molecules 2025 dataset. Energies are from wB97M-V/def2-TZVPD.

Last column: Mulliken charge in e.
Cartesian coordinates (Å):
C1 -1.37610 -0.26808 -0.02516  -0.55
C2 -0.53566 0.77341 0.03622  0.53
N1 0.76897 1.00869 0.05954  -0.52
C3 1.41978 -0.14380 0.00436  0.00
N2 0.84326 -1.35945 -0.06429  -0.49
C4 -0.48386 -1.40033 -0.07666  0.03
H1 -1.12565 1.93048 0.50415  0.10
H2 -1.11770 1.97203 -0.32123  0.10
H3 2.50546 -0.10388 0.01527  0.39
H4 -0.89851 -2.40908 -0.13219  0.41

Atomic forces in eV per Å
0.3125 0.1307 0.0105
0.0832 -0.1624 -0.0079
-0.2306 -0.2233 -0.0141
0.0946 -0.0272 -0.0020
-0.1749 0.2940 0.0174
-0.0047 -0.1045 -0.0065
0.0147 -0.0704 0.1544
0.0133 -0.0477 -0.1612
-0.1501 0.0029 -0.0009
0.0421 0.2080 0.0103

The gap between HOMO and LUMO comes out at 8.67 eV. The charge is 0. The calculation puts the largest force on an atom at 0.34 eV Å⁻¹. The calculation puts the energy relative to the best compared isomer or geometry (same formula, charge and spin) at 5.3037 eV.

---

What is the formula in the fourth record?
C4H4LiO5Tl

---

What did the fourth record say?
Here is C4H4LiO5Tl as an isolated structure in a non-equilibrium geometry from the Open Molecules 2025 dataset. Energies are from wB97M-V/def2-TZVPD.

Last column: Mulliken charge in e.
Cartesian coordinates (Å):
O1 -0.19798 -2.02164 1.78242  0.08
C1 0.74957 -2.65740 1.14484  -0.24
C2 0.35776 -1.51239 2.96743  -0.38
O2 0.79546 -0.06941 -1.32637  -0.60
O3 1.92040 -2.18131 1.47931  -0.11
C3 1.75058 -1.18567 2.46422  -0.23
H1 0.33958 -2.24139 3.77980  0.23
H2 -0.18006 -0.61599 3.27998  0.29
H3 2.50692 -1.27635 3.24205  0.33
H4 1.82220 -0.18715 2.03816  0.15
C4 -0.01779 0.87546 -1.38419  0.19
O4 -0.44715 1.28665 -0.28582  -0.64
O5 0.00070 1.63741 -2.35304  -0.66
Tl1 -2.13328 -0.84098 0.83241  0.71
Li1 1.82816 1.99504 -0.56514  0.90

Atomic forces in eV per Å
-0.8182 -0.6968 0.9609
1.1683 -1.5528 -2.9983
0.8074 2.0910 1.3662
1.9981 -3.8064 0.2571
-0.3851 -0.7105 -0.0988
0.1690 0.9847 1.7476
-0.0479 -0.1532 -0.2385
-0.0653 -0.0802 -0.0165
0.0604 -0.1927 -0.1408
-0.1450 -0.0423 -0.3060
3.3346 0.9447 -1.2345
-3.6536 1.1136 5.4154
-0.9219 1.8893 -2.6177
0.1938 1.3223 -1.2088
-1.6945 -1.1108 -0.8872

The gap between HOMO and LUMO comes out at 5.33 eV. The charge is 0. The calculation puts the largest force on an atom at 6.63 eV Å⁻¹. The calculation puts the energy relative to the best compared isomer or geometry (same formula, charge and spin) at 3.4430 eV.

---

What is the formula in the third record?
C4H4LiO2Tl

---

charge of number 4 (C4H4LiO5Tl)?
0